1.
Formula: C28H78F3O14
Source: OMol25
Level of theory: ωB97M-V/def2-TZVPD

Element x y z (Å)
F  -1.135023  0.366416  -1.585535
F  -0.581293  -1.607765  -2.197823
F  -0.044859  0.100122  -3.428361
O  2.953070  -2.283114  0.824383
O  -4.273352  -1.390853  -2.912510
O  -0.931528  0.931204  5.439565
O  0.977265  -0.213138  0.032834
O  4.598654  0.213041  -3.540706
O  -2.965314  4.568477  0.175788
O  -3.038203  2.868311  -6.424818
O  3.149934  -4.033906  -2.343661
O  2.668242  -3.030672  -5.017734
O  -2.203498  3.321036  2.720027
O  1.890286  1.103763  5.741583
O  4.730565  0.916415  -0.051467
O  2.075373  -1.162142  -1.669933
O  -4.185486  -2.517853  2.647134
C  -5.065270  -1.600709  -1.739790
C  0.610107  0.822067  2.158312
C  -0.128378  4.637832  2.542120
C  2.594179  -0.002825  6.246123
C  -6.435076  -2.081543  -2.123325
C  3.741982  1.241454  -4.008479
C  -3.899037  2.304930  -0.043432
C  0.653339  1.005272  0.652827
C  -3.320666  -1.384740  2.638579
C  -3.686715  1.959002  -5.550850
C  1.232983  -0.213829  -1.428684
C  -3.035258  1.896949  -4.161232
C  -1.768486  -1.091132  6.408084
C  2.641907  -1.152188  5.245042
C  -1.154125  3.970558  3.460670
C  0.970839  -3.193091  1.868253
C  4.554838  2.134268  -4.949485
C  -0.122725  -0.348117  -2.143102
C  -1.240175  0.300711  6.689449
C  5.143390  2.241569  -0.422743
C  2.560237  -5.440276  -0.498953
C  -2.843683  3.313402  -0.486837
C  3.883970  3.082805  -0.497339
C  2.339936  -2.523450  2.061234
C  2.060762  -4.650693  -1.697895
C  0.503391  -2.341294  -5.882341
C  -2.757801  -1.101970  1.269494
C  1.537160  -2.166133  -4.796655
H  3.072289  -4.755682  0.180272
H  -4.736939  2.252958  -5.420977
H  -2.510638  -1.571922  3.350285
H  -4.856633  2.790222  0.147612
H  0.412489  -2.566817  1.175963
H  -1.869919  2.898750  -0.198815
H  -1.949914  1.909263  -4.288661
H  0.883450  -2.146079  -6.886212
H  1.098309  -4.225274  1.540699
H  2.867787  -3.818648  -3.243132
H  2.118480  -0.388947  7.162153
H  -2.250482  2.416642  3.044066
H  -1.558002  4.740491  4.127975
H  3.614282  0.281107  6.507955
H  -0.587822  5.496526  2.054297
H  1.302178  -3.921988  -1.375100
H  1.603174  -1.465667  5.051224
H  1.860670  -1.132580  -4.687751
H  0.986342  0.784009  5.585646
H  -2.856736  3.518728  -1.551012
H  4.079937  3.090005  -5.198413
H  1.556483  0.871981  2.707269
H  -2.441336  -0.057307  1.195060
H  -6.930449  -2.633857  -1.331744
H  1.291440  1.835962  0.331712
H  5.802617  2.660399  0.343491
H  -0.021525  1.566395  2.656219
H  4.389469  0.880081  0.846671
H  -3.497043  -0.890129  -2.636076
H  -5.132116  -0.672490  -1.161815
H  5.510214  2.401908  -4.489478
H  -3.469293  1.105320  -3.560370
H  -4.560667  -2.354391  -1.124541
H  2.887445  0.848438  -4.564517
H  -3.892919  -0.518152  2.967227
H  1.110987  -2.404122  -3.822022
H  -1.825732  -1.656134  1.122279
H  -1.963735  -1.624750  7.338613
H  -3.563931  1.800508  0.862746
H  -2.802371  4.411326  1.114653
H  -7.030595  -1.274885  -2.561382
H  3.096348  -0.850856  4.309979
H  -0.839369  1.876306  5.602607
H  0.754240  4.918752  3.112996
H  3.135977  2.678976  -1.177935
H  -0.386648  0.314167  7.376714
H  3.478735  -2.517896  -4.998780
H  2.161354  -1.581300  2.585109
H  0.180379  3.926692  1.773096
H  -0.280078  -1.585748  -5.722350
H  4.982149  -0.183613  -4.329719
H  3.248566  -6.233314  -0.798622
H  -3.167944  2.862836  -3.649094
H  4.768163  1.629989  -5.898324
H  2.303045  -1.859986  0.210573
H  -1.037253  -1.676525  5.843776
H  -3.454102  -1.365611  0.482688
H  -3.679465  -3.264652  2.311709
H  -2.678517  -1.042375  5.812910
H  -2.969811  3.716952  -5.977662
H  3.042356  -2.065318  5.690643
H  -3.642977  0.964441  -5.989585
H  0.159225  -0.150277  2.370155
H  1.528753  -5.333439  -2.388075
H  -0.395898  1.281574  0.443211
H  4.134087  4.088520  -0.874627
H  -6.352230  -2.749486  -2.992326
H  5.582919  2.066451  -1.400619
H  0.419721  -3.262772  2.819668
H  3.439782  1.833269  -3.150075
H  -4.045156  1.541266  -0.812276
H  1.699280  0.771634  -1.689157
H  3.375798  3.270158  0.452321
H  1.712602  -5.904550  0.015394
H  -2.028914  0.865704  7.206960
H  3.013911  -3.160743  2.639005
H  -0.641649  3.229773  4.081173
H  -0.013079  -3.298369  -5.821340

Cartesian forces (eV/Å) of the 3 atoms listed first:
F -0.282 0.304 0.084
F 0.070 -0.059 -0.020
F 0.060 -0.128 0.156

Computed properties:
- Total charge: -1
- ΔE to the lowest compared entry with this formula, charge and spin: 46.4 kcal per mole
- DFT total energy: -67116.3159 eV
- LUMO energy: 2.0 eV



2.
Formula: C28H78F3O34P8
Source: OMol25
Level of theory: ωB97M-V/def2-TZVPD

Element x y z (Å)
P  -1.031260  -3.899226  1.850062
P  0.265745  6.359098  2.161682
P  -4.975316  1.030206  -4.875465
P  3.397563  -3.532730  -2.844456
P  5.375562  1.234628  1.729964
P  -3.848759  5.659754  -0.766100
P  -3.006655  -4.660246  -3.993118
P  2.254769  -2.650729  7.558244
F  -0.965101  0.458400  -0.711235
F  0.104055  -0.218462  -2.474565
F  -0.608144  1.844377  -2.360529
O  -4.169643  6.810553  0.275899
O  6.662296  2.081937  2.240105
O  -0.087577  -2.738275  2.442165
O  -6.087279  1.354436  -3.772718
O  1.972092  2.273079  -1.590617
O  0.267977  7.642167  1.184761
O  -0.044921  -5.154256  1.759849
O  -1.154805  -3.494217  0.319197
O  -4.865538  -0.392412  -5.216467
O  -2.090226  -5.976410  -4.085736
O  -0.414302  6.503001  3.447418
O  -2.255551  5.743231  -0.946087
O  1.494366  -4.077874  7.467404
O  3.226293  -4.293129  -4.245828
O  5.288024  0.924315  0.310811
O  -5.352770  1.961447  -6.138668
O  4.124599  2.003135  2.292146
O  -0.277896  5.197464  1.227044
O  -3.980993  4.273374  0.058042
O  -4.542133  5.642822  -2.049318
O  2.935208  -2.556518  6.150776
O  -3.740906  -4.481843  -2.742454
O  -2.272197  -4.148562  2.597996
O  -3.652330  1.673138  -4.221417
O  -1.988046  -3.486186  -4.401843
O  4.509858  -4.459388  -2.134984
O  1.819927  5.989729  2.236009
O  3.604616  -2.085584  -2.868858
O  1.140773  -1.495718  7.491919
O  2.149484  0.287656  -0.654793
O  5.379009  -0.045175  2.687106
O  3.152803  -2.499134  8.716525
O  -3.894393  -4.819319  -5.315950
O  2.113447  -4.064798  -2.069164
C  -2.350955  -2.122775  -4.118108
C  -1.605144  4.692899  -1.679461
C  3.431828  2.999846  1.548642
C  -6.544463  1.732466  -6.863585
C  0.832429  7.564327  -0.112674
C  5.000605  -4.089739  -0.847521
C  2.698311  6.837316  2.968255
C  0.817086  -4.503999  8.630369
C  -0.662840  -1.524603  2.997743
C  1.206649  -5.041829  1.057059
C  -2.243887  -2.698980  -0.198001
C  2.218893  -2.715553  4.919721
C  1.257338  1.393483  -0.912045
C  0.784042  -3.625512  -2.340121
C  -4.841964  -5.877310  -5.262671
C  -5.303181  3.933437  0.487332
C  6.307723  -1.085543  2.424061
C  -1.407891  -6.277195  -5.309622
C  -0.671693  3.927093  1.752812
C  -6.165689  2.598203  -3.100459
C  6.760141  2.332067  3.647899
C  -0.040043  0.848938  -1.649311
C  1.746151  -0.615305  0.346326
C  0.233475  -1.290456  8.572652
C  4.081867  -3.909830  -5.305737
C  -2.396315  1.577181  -4.884399
C  2.868946  -1.566317  0.686061
C  -3.445231  6.800352  1.497045
H  -2.508894  1.421711  -5.959332
H  -5.629969  3.378071  -3.650242
H  -4.511276  -6.806620  -5.723400
H  2.560801  -3.594032  4.373837
H  3.001974  -2.311924  -0.101886
H  3.834677  3.155896  0.546327
H  -6.292231  1.486779  -7.897852
H  -0.340560  -6.127982  -5.136727
H  -5.377273  2.847655  0.495470
H  0.779151  -1.335523  9.518341
H  4.617240  -2.978795  -5.110176
H  3.497901  -3.754529  -6.216708
H  1.128534  -5.555417  0.103009
H  -2.324186  4.179034  -2.318322
H  -7.205008  2.861817  -2.919240
H  -0.257526  -4.596534  8.439030
H  -1.615835  -5.495298  -6.044209
H  -1.629770  0.908587  -4.497782
H  -3.323767  -1.970646  -3.648765
H  -0.516377  -2.083811  8.553281
H  7.692004  1.900202  4.008894
H  0.484908  -3.133156  -1.412406
H  3.251628  3.886640  2.152925
H  -1.734532  3.735617  1.627146
H  -2.670019  -3.251539  -1.031909
H  -1.801949  -1.785420  -0.597659
H  2.542453  -2.173077  1.541919
H  -5.782528  -5.555109  -5.711558
H  -7.125088  2.653531  -6.929331
H  5.861636  2.030935  4.181429
H  -0.382767  -1.497918  4.045224
H  3.827261  -1.128315  0.951223
H  -1.952300  2.571047  -4.789384
H  -3.090991  7.767478  1.859097
H  -7.175438  0.924091  -6.495008
H  1.232620  6.594489  -0.420767
H  -5.473220  4.244409  1.522527
H  1.761634  8.145342  -0.142519
H  0.876007  1.828953  0.034482
H  -0.238454  -0.321878  8.431378
H  -1.687388  -7.255971  -5.685080
H  2.357195  -1.841199  4.287443
H  -2.402030  -1.585078  -5.062117
H  6.647454  -1.135048  1.388109
H  5.960353  -4.593585  -0.748765
H  0.822729  -3.856543  9.510792
H  5.842432  -2.040512  2.660928
H  -5.624369  2.582529  -2.151196
H  0.826463  -1.190573  0.156337
H  2.876476  6.437189  3.965200
H  -2.643731  6.070871  1.571489
H  1.166990  -2.878977  5.155151
H  4.797726  -4.700171  -5.546892
H  1.480726  -0.028306  1.243049
H  1.943980  -5.519067  1.703154
H  4.300469  -4.355607  -0.053175
H  7.194056  -0.950350  3.047019
H  2.423261  2.668642  1.275762
H  5.149911  -3.006913  -0.807901
H  -1.733094  -1.420538  2.831745
H  1.154785  -5.470164  9.006096
H  1.528408  -4.008447  0.936980
H  -0.057592  3.126874  1.342895
H  0.738724  -2.870772  -3.125766
H  6.853297  3.413605  3.777231
H  0.085709  -4.447482  -2.490589
H  3.619302  6.961687  2.399245
H  2.262459  7.838571  3.049686
H  -0.908816  5.201542  -2.346537
H  -1.041296  3.990869  -1.072138
H  -2.983953  -2.450091  0.558859
H  -4.111677  6.581653  2.343057
H  0.135328  7.942117  -0.853759
H  -1.590564  -1.760642  -3.428888
H  -0.183446  -0.740211  2.416583
H  -6.059932  4.412903  -0.134124
H  -5.181295  -6.121632  -4.251564
H  -0.447390  3.923626  2.824304

Cartesian forces (eV/Å) of the 3 atoms listed first:
P 0.435 -0.111 -0.166
P 0.416 -0.366 -1.321
P 0.301 0.053 0.547

Computed properties:
- Total charge: -1
- ΔE to the lowest compared entry with this formula, charge and spin: 0.0 kcal per mole
- DFT total energy: -182397.9360 eV
- LUMO energy: 2.1 eV



3.
Formula: C28H78Li2N8O15
Source: OMol25
Level of theory: ωB97M-V/def2-TZVPD

Element x y z (Å)
O  -3.356730  2.816897  1.195034
O  -2.281730  -2.535592  -0.387703
O  1.476933  -1.341163  -3.979846
O  1.866377  2.728616  -1.387037
O  -0.738045  5.178108  8.171246
O  0.306971  -3.250005  1.175896
O  2.044486  -5.420346  1.742598
O  0.093262  1.313832  5.397742
O  2.617010  -3.772037  4.312640
O  0.028686  -4.403251  3.852666
O  -3.910051  -2.682132  -5.160345
O  3.185865  -2.680937  0.247522
O  -5.383084  -2.820419  -0.490988
O  0.991670  -0.142717  -8.954285
O  6.186623  0.970431  -2.027012
N  -4.811006  0.004657  -0.845881
N  4.654886  3.304828  -1.207354
N  -3.826594  -3.639769  -3.106632
N  -0.351567  2.267261  8.186686
N  4.314019  -2.350471  4.477666
N  2.292463  -1.609666  3.916372
N  -2.941947  -1.828891  -3.377441
N  -0.050144  -1.479560  -6.764696
C  -6.133912  -2.008410  -1.372797
C  -0.112881  -1.013573  -9.075367
C  -3.364217  1.559070  0.491785
C  1.715385  2.380827  -0.016749
C  2.279205  4.023390  -1.569885
C  -6.178823  -0.539997  -0.841735
C  6.483011  -0.285715  -2.673395
C  -5.732878  -4.254481  -0.400731
C  -0.140169  -1.910477  0.957381
C  -4.774654  1.237457  0.018963
C  1.569225  -0.895446  -2.686084
C  0.716229  1.384223  7.716828
C  -3.547037  -2.772738  -3.968381
C  -0.654639  4.442040  9.389451
C  0.153401  3.205588  9.191999
C  1.185141  0.618448  -10.081147
C  0.050322  -2.484528  -5.694899
C  3.712146  3.946250  -2.092820
C  -0.233354  -2.177206  -8.045646
C  -2.038926  3.382065  1.269054
C  5.952577  3.206564  -1.910264
C  -1.510953  6.314740  8.305575
C  -1.220125  -1.637620  -0.224043
C  0.212833  -1.752068  -4.359835
C  6.054789  2.030523  -2.874823
C  3.048614  -2.600571  4.327941
C  0.248836  0.502207  6.546938
C  -0.466940  0.696848  4.186364
Li  -3.912142  -1.417052  0.209833
Li  -1.338638  -4.357091  0.280616
H  0.868009  2.934952  0.386963
H  6.697840  3.146626  -1.117111
H  0.931696  0.671596  8.512968
H  1.358117  -4.763064  1.628112
H  -0.191587  -2.454178  -3.630745
H  0.872999  -3.169004  -5.901783
H  7.165846  -0.284354  -3.523007
H  5.562865  -0.818644  -2.913022
H  -6.604413  -0.530955  0.161715
H  -1.047146  -0.462455  -8.968029
H  -0.678723  -0.044145  6.717891
H  -1.684152  6.809023  7.349656
H  5.186736  1.939301  -3.527706
H  0.088135  2.629598  10.115080
H  -7.135580  -2.374896  -1.597428
H  -2.603375  -1.899371  -2.428494
H  -3.001869  0.876564  1.260548
H  -0.721429  2.773508  7.394853
H  -2.450947  6.065047  8.797682
H  0.749836  -0.905196  -6.988820
H  -3.555145  -3.499987  -2.143883
H  -4.498827  -4.305225  -3.460710
H  -0.488875  -0.919060  -4.317596
H  -4.633918  0.306085  -1.793452
H  0.955922  -0.016992  -2.485385
H  0.633209  -1.192270  0.685047
H  1.174646  0.074816  -11.025837
H  2.272225  -2.944148  0.358045
H  -1.663176  4.214536  9.734716
H  6.952261  -0.967124  -1.963758
H  -0.895151  -3.021480  -5.618371
H  0.475108  -2.976826  -8.261939
H  -0.183878  5.018882  10.185523
H  4.935370  -3.123177  4.669860
H  1.286342  -1.757235  -2.081591
H  2.189395  1.034786  -10.002303
H  -5.717776  -1.967388  -2.379392
H  -6.881722  -0.039231  -1.507512
H  -0.699064  1.369231  3.360460
H  6.881058  2.101445  -3.582173
H  6.154885  4.132557  -2.448518
H  -4.901742  -4.633521  0.193958
H  2.804158  -0.813984  3.562588
H  3.600649  3.444160  -3.053847
H  -1.024622  6.981623  9.017510
H  1.630865  1.921601  7.466270
H  0.259070  -0.041679  3.846407
H  2.222067  4.637031  -0.670842
H  -5.344764  1.095137  0.937015
H  1.206986  3.471989  9.107759
H  1.001849  -0.282360  6.472488
H  -1.689493  -0.672439  -0.033722
H  2.590451  -0.589497  -2.458964
H  -1.797297  3.844802  0.312198
H  -1.401483  0.140389  4.257730
H  -1.242909  2.734862  1.637274
H  -2.700251  1.655753  -0.367229
H  1.351545  -1.824187  3.618454
H  2.639405  -5.036397  2.386718
H  -0.197362  -1.409960  -10.087222
H  1.759343  4.527733  -2.384426
H  -0.503096  -1.408109  1.854043
H  0.982794  -4.365753  3.919765
H  4.499564  -1.363970  4.365949
H  3.359366  -2.099578  0.987906
H  -2.620775  -0.998605  -3.854495
H  2.564913  2.702073  0.585916
H  4.317530  2.376053  -0.998394
H  -5.610817  -4.714580  -1.381300
H  -6.688494  -4.375545  0.109407
H  -1.247900  -2.575502  -8.033164
H  -1.944650  4.216402  1.964112
H  -0.752083  -1.421932  -1.184510
H  3.908340  5.011603  -2.213756
H  -0.171720  -3.957544  3.029615
H  1.493455  1.321598  0.113103
H  -5.280008  1.974057  -0.605639
H  0.441590  1.415191  -10.060203

Cartesian forces (eV/Å) of the 3 atoms listed first:
O 0.341 0.122 0.034
O -0.545 -1.210 0.568
O 1.092 0.049 -2.432

Computed properties:
- Total charge: 0
- ΔE to the lowest compared entry with this formula, charge and spin: 101.2 kcal per mole
- DFT total energy: -73339.0106 eV
- LUMO energy: -0.5 eV